{
  "formula": "C34H22N7O6PbS2",
  "method": "ωB97M-V with the def2-TZVPD basis set",
  "lumo_ha": 0.0555,
  "multiplicity": 1,
  "homo_energy_ev": -5.39,
  "charge": -1,
  "elements": ["Pb", "C", "C", "N", "C", "C", "C", "C", "C", "C", "C", "N", "C", "C", "C", "C", "C", "C", "C", "C", "N", "C", "H", "H", "H", "H", "H", "H", "H", "H", "H", "H", "H", "H", "O", "C", "N", "S", "O", "O", "C", "C", "C", "C", "C", "C", "H", "H", "H", "H", "O", "S", "O", "O", "C", "N", "C", "C", "C", "N", "C", "C", "C", "N", "C", "C", "H", "H", "H", "H", "H", "H"],
  "xyz": [[-0.067, -1.561, 0.172], [0.058, -0.035, 4.723], [0.019, -0.843, 3.573], [-0.336, -0.388, 2.400], [-0.689, 0.912, 2.256], [-0.621, 1.815, 3.341], [-0.247, 1.289, 4.598], [-0.901, 3.182, 3.131], [-1.215, 3.603, 1.870], [-1.314, 2.707, 0.793], [-1.102, 1.348, 0.954], [-1.172, 0.403, -0.046], [-2.059, 0.521, -1.089], [-3.178, 1.338, -1.127], [-4.020, 1.388, -2.251], [-3.786, 0.636, -3.367], [-2.692, -0.256, -3.362], [-2.392, -1.113, -4.443], [-1.355, -1.995, -4.357], [-0.618, -2.046, -3.165], [-0.853, -1.243, -2.156], [-1.856, -0.333, -2.227], [0.347, -0.465, 5.672], [0.295, -1.891, 3.630], [-0.199, 1.955, 5.451], [-0.837, 3.874, 3.961], [-1.390, 4.655, 1.681], [-1.553, 3.096, -0.186], [-3.428, 1.947, -0.272], [-4.877, 2.050, -2.216], [-4.429, 0.688, -4.236], [-3.012, -1.068, -5.330], [-1.117, -2.674, -5.164], [0.161, -2.788, -3.029], [-3.056, -1.914, 2.401], [-3.091, -2.664, 1.444], [-2.371, -2.530, 0.293], [-2.652, -3.705, -0.780], [-1.426, -4.426, -1.043], [-3.371, -3.241, -1.939], [-3.761, -4.632, 0.250], [-4.417, -5.821, 0.000], [-5.270, -6.293, 0.989], [-5.454, -5.581, 2.174], [-4.788, -4.384, 2.399], [-3.934, -3.918, 1.416], [-4.270, -6.360, -0.926], [-5.803, -7.223, 0.842], [-6.128, -5.973, 2.925], [-4.918, -3.819, 3.313], [8.130, 5.566, 1.314], [6.966, 5.742, 0.466], [5.706, 5.855, 1.173], [7.136, 6.669, -0.638], [6.856, 4.134, -0.395], [7.927, 3.753, -1.101], [7.836, 2.591, -1.720], [6.705, 1.786, -1.665], [5.648, 2.273, -0.914], [5.732, 3.442, -0.283], [4.358, 1.548, -0.750], [4.058, 0.374, -1.434], [2.837, -0.237, -1.219], [1.917, 0.241, -0.385], [2.200, 1.372, 0.266], [3.394, 2.054, 0.118], [8.705, 2.276, -2.291], [6.676, 0.837, -2.181], [4.752, -0.068, -2.135], [2.585, -1.154, -1.744], [1.425, 1.751, 0.924], [3.592, 2.971, 0.656]],
  "lowdin_charge": [1.342, -0.045, -0.133, -0.011, -0.180, -0.154, -0.003, -0.051, -0.072, -0.034, -0.255, -0.063, -0.226, -0.023, -0.079, -0.055, -0.159, -0.004, -0.045, -0.145, -0.017, -0.169, 0.103, 0.113, 0.118, 0.108, 0.107, 0.113, 0.104, 0.103, 0.105, 0.118, 0.106, 0.114, 0.053, -0.522, -0.191, 0.583, -0.348, -0.288, -0.213, -0.036, -0.077, -0.073, -0.005, -0.131, 0.119, 0.101, 0.101, 0.120, -0.367, 0.387, -0.375, -0.367, -0.337, 0.122, -0.126, -0.007, -0.224, 0.159, -0.129, -0.008, -0.160, -0.036, -0.100, 0.026, 0.105, 0.093, 0.102, 0.095, 0.101, 0.122]
}



{
  "formula": "C34H23ClN8O4Tl",
  "method": "ωB97M-V with the def2-TZVPD basis set",
  "lumo_ha": -0.1759,
  "e_above_lowest_kj_mol": 9.31,
  "multiplicity": 1,
  "homo_energy_ev": -11.77,
  "charge": 1,
  "elements": ["Tl", "C", "C", "C", "C", "C", "H", "H", "H", "H", "H", "C", "C", "N", "C", "C", "N", "C", "C", "C", "C", "C", "N", "C", "C", "N", "C", "C", "N", "C", "C", "C", "N", "C", "C", "H", "H", "H", "H", "H", "H", "H", "H", "H", "H", "H", "H", "O", "C", "O", "C", "C", "Cl", "N", "N", "C", "C", "O", "O", "C", "C", "C", "C", "C", "C", "H", "H", "H", "H", "H", "H"],
  "xyz": [[0.090, 0.591, 0.842], [1.148, 2.539, -1.616], [1.500, 2.470, -0.273], [0.510, 3.309, 0.469], [-0.366, 3.805, -0.456], [0.015, 3.340, -1.734], [1.676, 2.081, -2.432], [2.476, 2.219, 0.108], [0.630, 3.609, 1.494], [-1.201, 4.452, -0.265], [-0.472, 3.603, -2.656], [3.392, -2.785, 0.574], [2.548, -1.767, 1.007], [1.688, -1.202, 0.175], [1.632, -1.618, -1.095], [2.572, -2.567, -1.525], [3.418, -3.139, -0.697], [0.548, -1.099, -1.952], [0.354, -1.568, -3.248], [-0.728, -1.096, -3.989], [-1.607, -0.202, -3.378], [-1.356, 0.216, -2.074], [-0.282, -0.210, -1.414], [-2.289, 1.103, -1.349], [-3.369, 1.761, -1.956], [-4.244, 2.456, -1.262], [-4.092, 2.535, 0.047], [-2.987, 1.959, 0.667], [-2.112, 1.264, -0.036], [-0.936, -1.524, -5.378], [-0.763, -2.851, -5.768], [-0.959, -3.177, -7.103], [-1.287, -2.292, -8.024], [-1.455, -1.035, -7.660], [-1.302, -0.597, -6.353], [4.060, -3.304, 1.246], [2.564, -1.412, 2.029], [2.658, -2.879, -2.555], [1.025, -2.283, -3.694], [-2.480, 0.127, -3.916], [-3.531, 1.758, -3.024], [-4.842, 3.081, 0.600], [-2.810, 2.052, 1.731], [-0.512, -3.614, -5.048], [-0.842, -4.194, -7.451], [-1.725, -0.346, -8.448], [-1.429, 0.445, -6.103], [-1.902, -4.143, 4.382], [-1.152, -3.369, 5.120], [-0.936, -3.577, 6.286], [-0.527, -2.158, 4.478], [0.311, -1.278, 5.172], [0.884, -1.404, 6.753], [0.670, -0.281, 4.322], [0.102, -0.495, 3.128], [-0.623, -1.601, 3.188], [-1.386, -2.054, 1.961], [-2.034, -3.092, 2.009], [-1.284, -1.304, 0.953], [1.450, 0.881, 4.529], [2.235, 1.354, 3.478], [2.964, 2.520, 3.633], [2.921, 3.213, 4.832], [2.139, 2.741, 5.873], [1.398, 1.581, 5.729], [-2.028, -3.844, 3.433], [2.301, 0.788, 2.558], [3.581, 2.885, 2.827], [3.510, 4.109, 4.957], [2.094, 3.292, 6.800], [0.786, 1.220, 6.539]],
  "lowdin_charge": [1.147, -0.136, -0.198, -0.169, -0.130, -0.061, 0.110, 0.095, 0.095, 0.110, 0.116, -0.069, -0.073, 0.067, -0.154, -0.035, 0.116, -0.169, 0.084, -0.118, 0.085, -0.173, 0.091, -0.171, -0.040, 0.116, -0.073, -0.074, 0.051, -0.181, 0.000, -0.121, 0.075, -0.123, -0.004, 0.123, 0.106, 0.121, 0.118, 0.122, 0.121, 0.121, 0.127, 0.116, 0.114, 0.113, 0.114, 0.147, -0.512, 0.079, -0.022, -0.547, 0.878, -0.055, 0.055, -0.111, -0.560, 0.087, -0.073, -0.188, -0.047, -0.067, -0.062, -0.048, -0.023, 0.074, 0.062, 0.112, 0.113, 0.117, 0.089]
}



{
  "formula": "C34H23F6GeN2O4S3V",
  "method": "ωB97M-V with the def2-TZVPD basis set",
  "lumo_ha": [0.0832, 0.0831],
  "e_above_lowest_kj_mol": 0.00,
  "multiplicity": 2,
  "homo_energy_ev": [-5.02, -4.90],
  "charge": -1,
  "elements": ["V", "S", "C", "C", "C", "C", "C", "C", "N", "C", "C", "C", "C", "C", "C", "C", "H", "H", "H", "H", "H", "H", "H", "H", "C", "Ge", "C", "C", "C", "C", "C", "C", "C", "C", "C", "C", "C", "C", "C", "C", "C", "C", "C", "C", "H", "H", "H", "H", "H", "H", "H", "H", "H", "H", "H", "H", "H", "H", "H", "F", "C", "F", "F", "S", "O", "O", "N", "S", "O", "O", "C", "F", "F", "F"],
  "xyz": [[0.438, 0.134, 0.049], [0.143, -3.645, -2.483], [-1.494, -3.085, -2.318], [-2.670, -3.645, -2.806], [-3.859, -3.000, -2.522], [-3.878, -1.823, -1.767], [-2.713, -1.265, -1.280], [-1.510, -1.910, -1.563], [-0.258, -1.492, -1.147], [0.692, -2.291, -1.544], [2.084, -2.032, -1.173], [3.131, -2.768, -1.726], [4.429, -2.473, -1.354], [4.654, -1.442, -0.443], [3.593, -0.707, 0.073], [2.262, -0.964, -0.276], [-2.655, -4.559, -3.386], [-4.789, -3.416, -2.889], [-4.822, -1.339, -1.551], [-2.715, -0.358, -0.689], [2.937, -3.560, -2.442], [5.259, -3.032, -1.769], [5.671, -1.207, -0.146], [3.815, 0.097, 0.768], [-0.236, -0.247, 1.527], [-1.588, -0.881, 2.685], [-1.330, -0.323, 4.551], [-2.392, -0.321, 5.455], [-2.209, 0.068, 6.775], [-0.954, 0.470, 7.210], [0.112, 0.485, 6.320], [-0.079, 0.090, 5.002], [-1.678, -2.842, 2.568], [-2.612, -3.590, 3.285], [-2.679, -4.970, 3.151], [-1.805, -5.625, 2.293], [-0.862, -4.897, 1.582], [-0.799, -3.516, 1.724], [-3.366, -0.188, 2.187], [-3.567, 1.193, 2.163], [-4.767, 1.737, 1.730], [-5.798, 0.903, 1.319], [-5.619, -0.472, 1.338], [-4.408, -1.009, 1.761], [-3.385, -0.608, 5.120], [-3.046, 0.065, 7.463], [-0.808, 0.780, 8.238], [1.091, 0.808, 6.653], [0.751, 0.111, 4.303], [-3.301, -3.089, 3.958], [-3.412, -5.536, 3.713], [-1.857, -6.702, 2.183], [-0.174, -5.403, 0.915], [-0.057, -2.940, 1.179], [-2.763, 1.856, 2.468], [-4.894, 2.812, 1.700], [-6.734, 1.326, 0.974], [-6.418, -1.127, 1.011], [-4.268, -2.084, 1.743], [0.009, 3.640, 0.750], [0.803, 3.229, -0.214], [1.612, 2.252, 0.308], [1.571, 4.224, -0.632], [-0.086, 2.363, -1.618], [-1.106, 1.621, -0.876], [0.959, 1.535, -2.156], [-0.606, 3.373, -2.666], [-1.778, 4.410, -2.333], [-1.744, 4.869, -0.978], [-1.875, 5.341, -3.409], [-3.332, 3.388, -2.476], [-3.648, 2.826, -1.316], [-3.196, 2.435, -3.396], [-4.338, 4.188, -2.843]],
  "lowdin_charge": [0.602, 1.109, -0.457, -0.096, -0.092, -0.071, 0.009, -0.272, 0.020, -0.510, -0.262, -0.072, -0.107, -0.102, -0.112, -0.119, 0.103, 0.098, 0.099, 0.103, 0.087, 0.092, 0.092, 0.088, -0.344, 0.870, -0.270, -0.115, -0.104, -0.112, -0.100, -0.108, -0.262, -0.123, -0.103, -0.107, -0.088, -0.099, -0.278, -0.102, -0.095, -0.104, -0.108, -0.121, 0.094, 0.094, 0.092, 0.095, 0.091, 0.095, 0.094, 0.093, 0.097, 0.078, 0.107, 0.101, 0.095, 0.096, 0.090, 0.165, -0.643, 0.067, 0.161, 0.586, -0.327, -0.270, -0.282, 0.600, -0.275, -0.273, -0.674, 0.134, 0.136, 0.128]
}